# 1
Entry from the Open Molecules 2025 dataset: a cluster of 7 separate species, C28H63BrI2NO10S7 in total (ωB97M-V/def2-TZVPD).

Each line ends with the Mulliken charge.
CARTESIAN COORDINATES (ANGSTROEM)
C -3.038 5.083 1.903  -0.92
C -1.870 5.526 2.905  -0.20
C -0.399 5.467 2.236  -0.66
Br 0.738 6.610 3.433  -0.08
C 0.084 3.963 2.221  -0.13
N -0.665 2.928 1.458  0.57
C 0.076 1.840 1.223  -0.33
C -0.789 0.637 0.663  -1.55
I -2.337 0.193 2.198  0.29
C 0.011 -0.736 0.436  -0.30
C -1.026 -1.726 -0.338  -1.06
I 0.407 -1.680 2.361  0.32
C 1.613 1.993 1.583  0.52
C 2.729 1.404 0.619  -0.36
C 3.188 -0.076 0.959  -0.16
O 3.761 -0.440 1.991  -0.54
C 1.592 3.590 1.873  -0.62
C 2.494 4.580 1.007  -1.12
C 2.358 4.462 -0.578  -0.72
C 0.921 4.047 -1.125  0.10
C 0.882 4.505 -2.680  -0.85
S -0.799 4.402 -3.438  1.14
O -1.160 5.796 -3.891  -0.61
O -0.660 3.567 -4.691  -0.61
O -1.944 3.788 -2.389  -0.42
H -3.525 4.144 2.343  0.19
H -3.836 5.899 1.944  0.37
H -2.669 4.907 0.845  0.21
H -1.814 4.862 3.835  0.37
H -2.099 6.586 3.271  0.19
H -0.472 5.946 1.209  0.26
H -0.014 3.684 3.341  0.66
H -1.645 2.907 1.150  0.34
H -1.346 0.960 -0.266  0.54
H 0.911 -0.655 -0.244  0.28
H -1.842 -1.119 -0.860  0.26
H -0.487 -2.442 -1.027  0.37
H -1.541 -2.350 0.462  0.30
H 1.706 1.592 2.649  0.71
H 2.405 1.555 -0.461  0.17
H 3.654 2.070 0.747  0.51
H 3.001 -0.882 0.156  0.16
H 2.100 3.635 2.907  0.52
H 2.368 5.670 1.284  0.27
H 3.582 4.322 1.261  0.46
H 3.141 3.717 -0.953  0.21
H 2.606 5.481 -1.030  0.61
H 0.910 2.898 -1.171  -0.18
H 0.045 4.445 -0.533  0.40
H 1.243 5.589 -2.713  0.45
H 1.597 3.860 -3.285  0.37
H -1.533 3.037 -1.909  0.35
C 5.888 -2.932 0.310  -0.96
S 4.688 -2.799 -1.031  0.49
O 3.328 -2.739 -0.409  -0.62
C 4.919 -4.471 -1.665  -0.99
H 5.881 -1.998 0.871  0.28
H 5.615 -3.755 0.973  0.31
H 6.883 -3.098 -0.107  0.42
H 4.705 -5.199 -0.882  0.31
H 5.943 -4.588 -2.020  0.40
H 4.229 -4.621 -2.497  0.31
C -0.584 -5.142 4.639  -0.71
S -1.274 -4.135 5.966  0.50
O -0.772 -2.740 5.771  -0.60
C -0.308 -4.879 7.296  -0.92
H -1.024 -4.818 3.697  0.12
H 0.500 -5.011 4.597  0.36
H -0.830 -6.190 4.809  0.37
H 0.758 -4.766 7.092  0.28
H -0.564 -5.936 7.386  0.34
H -0.554 -4.367 8.227  0.33
C -2.134 -6.496 -0.060  -0.81
S -3.268 -6.490 1.342  0.40
O -2.544 -5.879 2.500  -0.53
C -3.276 -8.277 1.590  -0.99
H -1.953 -5.465 -0.362  0.14
H -1.188 -6.961 0.227  0.40
H -2.583 -7.039 -0.891  0.35
H -2.262 -8.633 1.776  0.30
H -3.691 -8.766 0.708  0.37
H -3.902 -8.501 2.455  0.33
C -2.047 -4.192 -4.853  -0.71
S -2.573 -5.780 -4.177  0.35
O -2.876 -5.571 -2.727  -0.55
C -0.962 -6.582 -4.283  -0.71
H -2.901 -3.514 -4.843  0.40
H -1.246 -3.773 -4.243  0.22
H -1.704 -4.325 -5.881  0.18
H -0.227 -6.020 -3.706  0.24
H -0.653 -6.645 -5.326  0.20
H -1.053 -7.589 -3.872  0.37
C -3.222 11.093 2.493  -0.96
S -2.207 10.286 3.748  0.41
O -1.977 8.877 3.300  -0.55
C -3.477 10.247 5.027  -0.96
H -2.632 11.186 1.582  0.31
H -4.111 10.493 2.291  0.30
H -3.510 12.086 2.841  0.39
H -4.350 9.698 4.669  0.31
H -3.757 11.266 5.296  0.40
H -3.068 9.743 5.903  0.31
C 1.697 -3.086 -7.904  -1.03
S 0.631 -4.416 -7.311  0.55
O 0.913 -4.599 -5.855  -0.54
C 1.470 -5.744 -8.197  -1.02
H 1.374 -2.154 -7.441  0.31
H 2.733 -3.289 -7.628  0.33
H 1.606 -3.002 -8.988  0.39
H 2.520 -5.783 -7.902  0.32
H 1.386 -5.576 -9.272  0.39
H 0.987 -6.687 -7.940  0.31

Computed properties:
- Total energy: -7867.94274 a.u.
- Orbital gap: 5.99 eV
- 2S+1: 1
- HOMO level: -10.049 eV
- Max |F|: 0.144 hartree/bohr
- Charge: +1
- M: 1131.99 g mol⁻¹

# 2
Entry from the Open Molecules 2025 dataset: the molecule C11H22N2S (ωB97M-V/def2-TZVPD).

Each line ends with the natural charge from an NBO analysis.
CARTESIAN COORDINATES (ANGSTROEM)
C -1.738 -1.907 -0.275  -0.61
C -2.837 -0.870 -0.501  -0.21
C -2.479 0.040 -1.674  -0.61
C -3.179 -0.091 0.780  -0.40
C -2.013 0.575 1.522  -0.22
N -1.449 1.694 0.809  -0.61
C -0.222 1.861 0.268  0.31
S 0.032 3.198 -0.682  -0.31
N 0.748 0.969 0.535  -0.61
C 2.072 1.011 -0.042  -0.07
C 2.220 -0.010 -1.195  -0.42
C 3.345 -0.963 -0.779  -0.40
C 3.364 -0.880 0.745  -0.40
C 3.124 0.606 1.000  -0.41
H -1.939 -2.500 0.616  0.20
H -1.684 -2.581 -1.127  0.22
H -0.767 -1.430 -0.170  0.19
H -3.752 -1.410 -0.773  0.20
H -1.538 0.558 -1.511  0.21
H -2.382 -0.549 -2.583  0.21
H -3.255 0.785 -1.835  0.21
H -3.916 0.678 0.533  0.20
H -3.651 -0.782 1.484  0.21
H -2.392 0.940 2.486  0.20
H -1.242 -0.164 1.737  0.19
H -2.104 2.412 0.535  0.41
H 0.535 0.155 1.091  0.39
H 2.215 2.036 -0.393  0.26
H 1.282 -0.554 -1.318  0.21
H 2.436 0.488 -2.138  0.22
H 4.299 -0.610 -1.173  0.20
H 3.181 -1.977 -1.143  0.21
H 4.301 -1.232 1.173  0.21
H 2.551 -1.477 1.165  0.19
H 4.044 1.161 0.821  0.21
H 2.788 0.821 2.014  0.22

Computed properties:
- Total energy: -940.05661 a.u.
- Orbital gap: 8.55 eV
- 2S+1: 1
- SMILES: CC(C)CCNC(=S)NC1CCCC1
- HOMO level: -7.889 eV
- Max |F|: 0.016 hartree/bohr
- M: 214.38 g mol⁻¹
- ΔE to the lowest compared entry with this formula, charge and spin: 3.1 kcal per mole

# 3
Entry from the Open Molecules 2025 dataset: a cluster of 2 separate species, C2H7ClN3 in total (ωB97M-V/def2-TZVPD).

Each line ends with the natural charge from an NBO analysis.
CARTESIAN COORDINATES (ANGSTROEM)
C 0.783 -1.840 -0.399  0.39
C 1.306 0.593 -0.214  0.19
N 0.346 -2.640 0.542  -0.70
N -1.798 2.385 0.042  -1.10
N 0.849 -0.567 -0.303  -0.41
Cl 2.890 0.952 0.246  0.14
H 0.998 -2.282 -1.373  0.24
H 0.624 1.432 -0.381  0.27
H 0.171 -3.619 0.363  0.44
H 0.122 -2.295 1.466  0.43
H -2.446 2.316 0.822  0.37
H -1.513 3.360 -0.009  0.37
H -2.335 2.204 -0.802  0.37

Computed properties:
- Total energy: -704.59985 a.u.
- Orbital gap: 9.38 eV
- 2S+1: 1
- HOMO level: -13.619 eV
- Max |F|: 0.014 hartree/bohr
- Charge: +1
- M: 108.55 g mol⁻¹
- ΔE to the lowest compared entry with this formula, charge and spin: 21.7 kcal per mole

# 4
Entry from the Open Molecules 2025 dataset: the ion H3O2SSi with charge -1 (ωB97M-V/def2-TZVPD).

Each line ends with the natural charge from an NBO analysis.
CARTESIAN COORDINATES (ANGSTROEM)
O 0.801 -1.550 -0.424  -1.31
O -0.270 2.340 -0.226  -1.05
Si -0.317 -0.610 0.061  1.37
S 0.314 1.298 -1.120  0.57
H -0.395 0.980 -2.312  -0.02
H -1.748 -0.677 -0.156  -0.28
H 0.064 -0.174 1.415  -0.27

Computed properties:
- Total energy: -839.97981 a.u.
- Orbital gap: 7.43 eV
- 2S+1: 1
- HOMO level: -3.622 eV
- Max |F|: 0.049 hartree/bohr
- Charge: -1
- M: 95.17 g mol⁻¹
- ΔE to the lowest compared entry with this formula, charge and spin: 3.2 kcal per mole

# 5
Entry from the Open Molecules 2025 dataset: the molecule C5H6O (ωB97M-V/def2-TZVPD).

Each line ends with the natural charge from an NBO analysis.
CARTESIAN COORDINATES (ANGSTROEM)
C 2.338 1.350 1.407  -0.70
C 1.358 0.841 0.459  0.11
C 0.536 0.416 -0.326  -0.21
C -0.269 -0.524 -1.035  0.20
C -2.397 -1.370 -1.128  -0.25
O -1.538 -0.274 -0.807  -0.47
H 2.379 2.442 1.357  0.25
H 2.054 1.071 2.428  0.25
H 3.335 0.947 1.203  0.24
H -1.783 -2.161 -1.565  0.21
H -2.833 -1.695 -0.181  0.19
H -3.182 -1.043 -1.811  0.19

Computed properties:
- Total energy: -269.19297 a.u.
- Orbital gap: 8.68 eV
- 2S+1: 1
- HOMO level: -8.309 eV
- Max |F|: 0.010 hartree/bohr
- M: 82.10 g mol⁻¹
- ΔE to the lowest compared entry with this formula, charge and spin: 96.2 kcal per mole

# 6
Entry from the Open Molecules 2025 dataset: the ion C5H13N2O with charge +1 (ωB97M-V/def2-TZVPD).

Each line ends with the natural charge from an NBO analysis.
CARTESIAN COORDINATES (ANGSTROEM)
C 0.212 1.668 1.610  -0.29
O 0.236 1.339 0.192  -0.56
C 0.630 -0.021 -0.154  0.44
C 1.480 -0.711 0.901  -0.65
C 1.403 0.032 -1.461  -0.65
N -0.654 -0.757 -0.404  -0.54
C -1.804 -0.232 -0.723  0.38
N -2.896 -0.905 -1.082  -0.74
H 0.002 2.835 1.608  0.24
H 1.171 1.405 2.182  0.19
H -0.428 1.083 2.258  0.18
H 0.779 -0.820 1.752  0.21
H 2.273 -0.106 1.232  0.26
H 1.684 -1.683 0.587  0.23
H 1.224 1.123 -1.739  0.26
H 0.999 -0.665 -2.164  0.22
H 2.455 -0.224 -1.312  0.24
H -0.452 -1.758 -0.361  0.42
H -1.696 0.842 -0.685  0.26
H -3.847 -0.453 -1.219  0.47
H -2.770 -1.994 -1.018  0.43

Computed properties:
- Total energy: -382.78210 a.u.
- Orbital gap: 11.14 eV
- 2S+1: 1
- SMILES: COC(C)(C)/[NH+]=C/N
- HOMO level: -14.344 eV
- Max |F|: 0.083 hartree/bohr
- Charge: +1
- M: 117.17 g mol⁻¹
- ΔE to the lowest compared entry with this formula, charge and spin: 49.9 kcal per mole

Repeat the fourth record exactly.
Entry from the Open Molecules 2025 dataset: the ion H3O2SSi with charge -1 (ωB97M-V/def2-TZVPD).

Each line ends with the natural charge from an NBO analysis.
CARTESIAN COORDINATES (ANGSTROEM)
O 0.801 -1.550 -0.424  -1.31
O -0.270 2.340 -0.226  -1.05
Si -0.317 -0.610 0.061  1.37
S 0.314 1.298 -1.120  0.57
H -0.395 0.980 -2.312  -0.02
H -1.748 -0.677 -0.156  -0.28
H 0.064 -0.174 1.415  -0.27

Computed properties:
- Total energy: -839.97981 a.u.
- Orbital gap: 7.43 eV
- 2S+1: 1
- HOMO level: -3.622 eV
- Max |F|: 0.049 hartree/bohr
- Charge: -1
- M: 95.17 g mol⁻¹
- ΔE to the lowest compared entry with this formula, charge and spin: 3.2 kcal per mole